[1]
# CH4N3O3

2 unconnected molecules or ions with the total composition CH4N3O3 (the ωB97M-V functional and the def2-TZVPD basis, the Open Molecules 2025 dataset).

Values from the calculation:
HOMO energy (spin up / spin down): -4.1 / -4.1 eV
E: -430.2573 Eh
Max |F|: 6.93 eV Å⁻¹
Total charge: -1

```
11
CH4N3O3 (the ωB97M-V functional and the def2-TZVPD basis)
C -1.76 -2.02 0.64
N 1.62 1.03 -0.60
N -0.33 -1.31 -0.87
N 1.17 1.93 0.23
O 1.72 3.07 0.09
O 0.24 1.72 0.89
O -0.97 -1.11 0.20
H -2.43 -1.60 1.46
H -1.93 -2.81 -0.05
H 2.40 1.46 -1.07
H 0.27 -0.38 -0.92
```

[2]
# C21H23BF8N3O8

2 unconnected molecules or ions with the total composition C21H23BF8N3O8 (the ωB97M-V functional and the def2-TZVPD basis, the Open Molecules 2025 dataset).

Values from the calculation:
HOMO energy: -11.9 eV
E: -2403.6910 Eh
Max |F|: 0.79 eV Å⁻¹
Total charge: +1

```
64
C21H23BF8N3O8 (the ωB97M-V functional and the def2-TZVPD basis)
C -3.06 -4.41 4.19
C -3.64 -4.10 3.19
C -4.34 -3.65 1.99
C -3.85 -2.22 1.60
C -3.12 -2.19 0.25
C -1.85 -1.40 0.30
C -1.75 -0.24 1.03
C -0.56 0.45 1.06
C -0.47 1.71 1.87
O 0.42 1.91 2.63
O -1.49 2.53 1.60
C -1.85 3.46 2.65
C -2.34 2.79 3.93
O -1.32 2.70 4.92
C -3.53 3.56 4.48
N -3.97 3.00 5.76
C 0.56 -0.01 0.37
B 1.88 0.90 0.51
O 1.78 2.16 -0.03
O 2.97 0.42 1.13
C 0.45 -1.14 -0.38
C 1.65 -1.64 -1.18
F 1.32 -2.55 -2.12
F 2.18 -0.58 -1.82
C 2.78 -2.32 -0.26
F 2.35 -2.37 1.00
F 3.91 -1.64 -0.36
F 2.98 -3.57 -0.69
N -0.76 -1.78 -0.39
O -0.93 -2.95 -1.15
C -0.57 -4.01 -0.46
N -0.30 -5.00 0.05
H -2.49 -4.62 5.07
H -4.12 -4.37 1.21
H -5.40 -3.63 2.19
H -3.20 -1.89 2.40
H -4.71 -1.55 1.58
H -3.73 -1.74 -0.53
H -2.93 -3.21 -0.06
H -2.61 0.13 1.57
H -2.66 4.04 2.23
H -1.04 4.15 2.87
H -2.64 1.75 3.74
H -1.42 3.43 5.53
H -3.17 4.58 4.67
H -4.33 3.60 3.74
H -4.98 2.99 5.84
H -3.61 2.06 5.90
H 2.11 2.84 0.57
H 3.74 0.98 1.00
C 3.31 1.39 -4.38
C 3.40 0.23 -5.35
O 3.96 0.64 -6.61
C 5.29 0.72 -6.65
O 6.04 0.48 -5.75
C 5.75 1.13 -8.06
F 5.01 2.14 -8.53
F 5.62 0.09 -8.89
F 7.02 1.51 -8.04
H 2.75 2.21 -4.82
H 2.82 1.08 -3.47
H 4.31 1.76 -4.13
H 2.41 -0.15 -5.60
H 3.98 -0.59 -4.94
```

[3]
# C7H19N3

3 unconnected molecules or ions with the total composition C7H19N3 (the ωB97M-V functional and the def2-TZVPD basis, the Open Molecules 2025 dataset).

Values from the calculation:
HOMO energy (spin up / spin down): -6.1 / -5.9 eV
E: -442.2039 Eh
Max |F|: 1.11 eV Å⁻¹

```
29
C7H19N3 (the ωB97M-V functional and the def2-TZVPD basis)
C 0.38 0.18 0.80
C -0.40 0.07 -0.34
C -0.87 -1.95 1.19
C 0.70 2.35 -0.32
C -1.84 0.46 -0.42
C -0.69 -3.05 0.18
C 1.55 2.27 -1.55
N 0.01 0.83 1.99
N 1.68 -0.33 0.79
N 0.13 -0.49 -1.47
H -0.35 0.17 2.67
H -0.64 1.58 1.85
H 2.17 -0.14 1.64
H 1.73 -1.31 0.53
H -0.36 -0.30 -2.33
H 1.13 -0.45 -1.57
H -1.90 -1.69 1.41
H -0.28 -2.08 2.10
H 1.23 2.63 0.58
H -0.24 2.90 -0.43
H -1.96 1.29 -1.12
H -2.23 0.75 0.55
H -2.43 -0.39 -0.78
H -1.03 -4.04 0.54
H -1.23 -2.84 -0.75
H 0.36 -3.18 -0.10
H 2.37 1.56 -1.41
H 0.98 1.96 -2.43
H 2.02 3.23 -1.81
```

[4]
# C10H17FN3O

A gas-phase ion, C10H17FN3O (charge +1) (the ωB97M-V functional and the def2-TZVPD basis, the Open Molecules 2025 dataset).

Values from the calculation:
2S+1: 3
HOMO energy (spin up / spin down): -7.5 / -11.2 eV
Expectation value of S²: 2.024
E: -730.1173 Eh
Max |F|: 6.76 eV Å⁻¹
Total charge: +1

```
32
C10H17FN3O (the ωB97M-V functional and the def2-TZVPD basis)
C -3.72 1.50 -0.07
C -4.34 0.26 -0.25
C -2.24 1.82 0.07
C -3.59 -0.97 -0.31
C 1.44 -0.37 0.88
C 2.37 0.87 -0.89
C 2.24 -1.58 0.53
C 3.29 -0.28 -1.32
C -1.24 0.98 -0.24
C -2.64 -1.33 0.59
N 1.12 0.44 -0.35
N 0.11 1.43 -0.22
N 3.55 -1.03 -0.01
O -2.23 -0.60 1.68
F -1.88 -2.41 0.55
H -4.39 2.30 -0.01
H -5.31 0.22 -0.29
H -1.92 2.83 0.43
H -3.90 -1.75 -0.89
H 0.48 -0.63 1.32
H 2.02 0.37 1.66
H 2.74 1.60 -0.05
H 2.17 1.58 -1.80
H 2.43 -2.31 1.28
H 1.92 -2.19 -0.32
H 2.90 -0.91 -2.09
H 4.22 0.18 -1.69
H -1.31 0.01 -0.73
H 0.32 2.14 0.38
H 4.09 -0.47 0.57
H 4.18 -1.80 -0.24
H -2.90 0.08 1.86
```

[5]
# C28H82N14O10

10 unconnected molecules or ions with the total composition C28H82N14O10 (the ωB97M-V functional and the def2-TZVPD basis, the Open Molecules 2025 dataset).

Values from the calculation:
HOMO energy: -8.9 eV
Structure (SMILES): COC[C@H](C)N.COC[C@H](C)N.COC[C@H](C)N.COC[C@H](C)N.COC[C@H](C)N.COC[C@H](C)N.NC(N)=O.NC(N)=O.NC(N)=O.NC(N)=O
E: -2634.9199 Eh
Max |F|: 4.69 eV Å⁻¹

```
134
C28H82N14O10 (the ωB97M-V functional and the def2-TZVPD basis)
C -2.24 -0.13 -19.08
O -1.57 -1.02 -18.63
N -1.88 1.16 -19.13
N -3.53 -0.18 -19.24
H -2.47 1.77 -19.68
H -0.94 1.47 -18.94
H -3.99 -1.08 -19.24
H -4.04 0.67 -19.42
C 2.74 3.85 -19.77
O 3.55 3.08 -19.24
N 1.45 3.85 -19.53
N 2.97 4.78 -20.75
H 0.82 4.56 -19.88
H 1.15 3.18 -18.84
H 2.24 5.34 -21.17
H 3.95 5.01 -20.85
C -3.93 3.63 -21.21
O -3.94 2.73 -20.41
N -3.44 3.63 -22.44
N -4.39 4.87 -21.01
H -3.64 4.41 -23.06
H -2.96 2.81 -22.77
H -4.72 5.11 -20.09
H -4.22 5.58 -21.71
C 1.26 0.80 -17.48
O 0.63 1.79 -17.81
N 2.40 0.85 -16.85
N 0.91 -0.41 -17.76
H 2.91 0.10 -16.40
H 2.66 1.81 -16.70
H 1.45 -1.19 -17.41
H -0.02 -0.43 -18.16
C -3.29 5.64 -17.53
C -4.43 4.73 -17.63
C -5.01 4.39 -16.18
O -6.02 3.43 -16.02
C -5.56 2.21 -16.43
N -5.45 5.51 -18.39
H -2.47 5.19 -16.97
H -3.68 6.55 -17.07
H -3.09 6.07 -18.51
H -3.98 3.84 -18.07
H -5.50 5.32 -15.87
H -4.21 4.27 -15.45
H -4.57 1.95 -16.05
H -5.39 2.18 -17.51
H -6.25 1.41 -16.18
H -6.33 5.02 -18.47
H -5.69 6.33 -17.84
C -9.78 -0.16 -20.01
C -9.70 1.32 -20.27
C -9.13 1.63 -21.68
O -7.85 1.08 -21.96
C -6.80 1.55 -21.08
N -11.09 1.81 -20.21
H -10.30 -0.50 -19.11
H -8.79 -0.60 -20.00
H -10.39 -0.46 -20.87
H -9.04 1.88 -19.60
H -8.95 2.70 -21.83
H -9.77 1.37 -22.52
H -6.87 2.58 -20.74
H -5.86 1.33 -21.59
H -6.75 0.89 -20.22
H -11.34 1.49 -19.29
H -11.76 1.37 -20.83
C -6.93 -1.95 -22.59
C -6.28 -3.27 -22.24
C -4.71 -3.23 -22.18
O -4.11 -4.41 -21.82
C -2.82 -4.14 -21.38
N -6.78 -3.74 -20.99
H -6.54 -1.25 -21.86
H -7.96 -1.81 -22.25
H -6.78 -1.62 -23.62
H -6.59 -3.98 -23.01
H -4.35 -2.42 -21.54
H -4.32 -3.02 -23.18
H -2.20 -3.58 -22.08
H -2.30 -5.09 -21.23
H -2.81 -3.64 -20.41
H -6.89 -2.89 -20.45
H -5.96 -4.14 -20.56
C -2.39 1.97 -13.44
C -1.42 1.31 -14.57
C -1.94 0.10 -15.39
O -2.60 -0.83 -14.55
C -3.67 -1.39 -15.23
N -0.90 2.34 -15.42
H -2.60 1.35 -12.57
H -3.29 2.29 -13.96
H -1.84 2.84 -13.08
H -0.47 1.05 -14.10
H -1.03 -0.36 -15.80
H -2.46 0.37 -16.31
H -4.58 -0.80 -15.11
H -3.87 -2.28 -14.63
H -3.40 -1.68 -16.24
H -1.13 1.99 -16.34
H 0.09 2.22 -15.34
C -1.38 -5.54 -12.11
C -1.26 -5.79 -13.61
C -1.42 -4.55 -14.52
O -1.64 -5.01 -15.82
C -1.31 -4.04 -16.82
N 0.01 -6.40 -13.90
H -1.53 -6.45 -11.53
H -2.19 -4.86 -11.85
H -0.49 -5.05 -11.70
H -2.07 -6.43 -13.95
H -0.58 -3.86 -14.43
H -2.28 -3.93 -14.26
H -1.53 -4.42 -17.82
H -0.28 -3.71 -16.79
H -1.99 -3.19 -16.70
H -0.13 -6.69 -14.86
H 0.62 -5.60 -13.85
C -8.81 -2.99 -17.60
C -7.80 -2.33 -16.68
C -6.86 -1.46 -17.45
O -6.07 -2.15 -18.46
C -5.29 -3.23 -17.92
N -8.54 -1.56 -15.78
H -9.66 -3.37 -17.04
H -8.37 -3.82 -18.16
H -9.28 -2.40 -18.39
H -7.38 -3.17 -16.14
H -6.17 -1.10 -16.69
H -7.47 -0.68 -17.89
H -4.50 -2.91 -17.24
H -5.02 -3.80 -18.81
H -5.88 -3.94 -17.34
H -9.16 -0.91 -16.25
H -9.23 -2.01 -15.20
```

[6]
# C8H14PZn

A molecular structure, C8H14PZn (the ωB97M-V functional and the def2-TZVPD basis, the Open Molecules 2025 dataset).

Values from the calculation:
HOMO energy: -12.7 eV
E: -2433.6866 Eh
Max |F|: 0.44 eV Å⁻¹
Total charge: +1

```
24
C8H14PZn (the ωB97M-V functional and the def2-TZVPD basis)
Zn 0.81 0.32 -0.12
C 2.34 1.80 -0.61
C 2.27 1.69 0.80
C 2.61 0.36 1.16
C 2.89 -0.36 -0.05
C 2.73 0.52 -1.14
H 2.19 2.70 -1.18
H 2.04 2.49 1.49
H 2.67 -0.03 2.16
H 3.21 -1.39 -0.11
H 2.92 0.29 -2.18
C -2.13 -0.47 -1.67
P -1.35 -0.40 -0.05
C -1.49 -2.07 0.64
C -2.40 0.65 0.98
H -3.16 -0.83 -1.57
H -1.58 -1.15 -2.32
H -2.14 0.52 -2.13
H -2.54 -2.37 0.66
H -1.10 -2.09 1.66
H -0.93 -2.77 0.03
H -3.42 0.26 0.98
H -2.41 1.67 0.58
H -2.02 0.68 2.00
```

[7]
# C4H8N2

2 unconnected molecules or ions with the total composition C4H8N2 (the ωB97M-V functional and the def2-TZVPD basis, the Open Molecules 2025 dataset).

Values from the calculation:
HOMO energy (spin up / spin down): -10.5 / -9.8 eV
E: -266.4926 Eh
Max |F|: 4.86 eV Å⁻¹

```
14
C4H8N2 (the ωB97M-V functional and the def2-TZVPD basis)
C -2.68 0.35 -0.32
C 1.51 -0.96 -0.89
C -0.08 1.29 1.10
C 0.13 -0.66 -0.27
N -3.73 -0.06 -0.36
N -0.21 0.69 -0.09
H 2.18 -1.64 -0.27
H 1.38 -1.24 -1.93
H 2.08 -0.01 -0.95
H -1.10 1.62 1.62
H 0.46 0.56 1.91
H 0.44 2.29 0.87
H -0.53 -1.01 -1.04
H 0.16 -1.22 0.62
```

[8]
# C4H5NO2

C4H5NO2 in the gas phase (the ωB97M-V functional and the def2-TZVPD basis, the Open Molecules 2025 dataset).

Values from the calculation:
HOMO energy: -8.8 eV
E: -360.5459 Eh
Max |F|: 0.62 eV Å⁻¹

```
12
C4H5NO2 (the ωB97M-V functional and the def2-TZVPD basis)
O 1.04 2.95 0.78
C 0.08 1.17 -0.46
N 0.71 0.10 -0.05
C 0.34 -1.15 -0.67
C -0.89 -1.64 0.09
O -1.19 -1.21 1.17
C 0.06 2.33 0.41
H 1.16 0.02 0.87
H 1.13 -1.91 -0.64
H 0.08 -0.94 -1.71
H -1.51 -2.41 -0.41
H -0.99 2.68 0.60
```

[9]
# C27H29N3O13P

4 unconnected molecules or ions with the total composition C27H29N3O13P (the ωB97M-V functional and the def2-TZVPD basis, the Open Molecules 2025 dataset).

Values from the calculation:
HOMO energy: -11.3 eV
E: -2529.4475 Eh
Max |F|: 6.47 eV Å⁻¹
Total charge: +1

```
73
C27H29N3O13P (the ωB97M-V functional and the def2-TZVPD basis)
C 1.81 0.33 1.98
C 0.57 1.21 1.28
C 0.66 1.22 -0.37
C -0.66 1.94 -1.09
N -1.42 2.80 -0.10
C -0.94 4.13 0.42
C -2.13 4.65 1.42
P -2.32 6.23 2.47
O -3.32 5.85 3.67
N -3.23 3.61 1.41
C -2.79 2.50 0.47
C -3.84 1.26 0.26
C -3.16 -0.18 -0.12
N -3.24 -1.23 0.81
H 1.58 -0.82 1.94
H 2.81 0.64 1.42
H 1.93 0.73 3.09
H -0.47 0.75 1.56
H 0.63 2.27 1.78
H 0.90 0.16 -0.80
H 1.61 1.90 -0.62
H -1.32 1.19 -1.71
H -0.19 2.69 -1.89
H 0.07 4.68 0.19
H -3.01 7.23 1.67
H -1.08 6.75 3.01
H -4.16 3.62 1.92
H -4.38 1.10 1.31
H -4.71 1.59 -0.49
H -2.63 -0.46 -1.14
H -2.79 -2.09 0.41
C -1.93 -6.23 -2.69
C -1.85 -5.12 -1.96
C -3.03 -4.22 -1.77
O -2.92 -3.22 -1.07
C -4.28 -4.59 -2.44
C -4.37 -5.70 -3.18
C -3.20 -6.60 -3.34
O -3.31 -7.63 -4.01
O -5.54 -6.05 -3.81
O -0.66 -4.75 -1.34
H -1.09 -6.89 -2.83
H -5.13 -3.92 -2.31
H -5.35 -6.89 -4.28
H -0.86 -3.91 -0.87
C 3.02 -7.26 1.09
C 2.19 -6.27 0.74
C 1.48 -5.45 1.75
O 0.74 -4.54 1.39
C 1.69 -5.78 3.17
C 2.51 -6.76 3.53
C 3.25 -7.57 2.51
O 4.01 -8.45 2.88
O 2.72 -7.07 4.86
O 1.97 -5.98 -0.60
H 3.54 -7.86 0.37
H 1.15 -5.18 3.90
H 3.35 -7.82 4.86
H 1.34 -5.23 -0.60
C 4.17 8.47 -1.05
C 3.28 8.02 -0.17
C 2.60 6.71 -0.34
O 1.80 6.32 0.49
C 2.94 5.92 -1.54
C 3.83 6.36 -2.42
C 4.52 7.67 -2.23
O 5.36 8.04 -3.05
O 4.15 5.63 -3.55
O 2.94 8.77 0.95
H 4.67 9.42 -0.93
H 2.43 4.97 -1.66
H 4.82 6.16 -4.03
H 2.27 8.24 1.43
```

[10]
# C14H25Cl8N3

7 unconnected molecules or ions with the total composition C14H25Cl8N3 (the ωB97M-V functional and the def2-TZVPD basis, the Open Molecules 2025 dataset).

Values from the calculation:
HOMO energy: -10.4 eV
Structure (SMILES): ClCCCl.ClCCCl.ClCCCl.ClCCCl.CC#N.CC#N.CC#N
E: -4394.2316 Eh
Max |F|: 1.21 eV Å⁻¹

```
50
C14H25Cl8N3 (the ωB97M-V functional and the def2-TZVPD basis)
C 2.03 -4.45 -2.77
C 2.26 -3.04 -2.48
N 2.39 -1.93 -2.24
H 2.90 -5.05 -2.49
H 1.91 -4.63 -3.84
H 1.21 -4.81 -2.15
C 0.06 4.36 -1.44
C -0.58 3.46 -2.40
N -1.12 2.74 -3.11
H -0.31 5.38 -1.51
H 1.14 4.39 -1.64
H -0.08 4.00 -0.42
C -3.32 3.92 -1.77
C -4.50 4.22 -0.95
N -5.42 4.46 -0.32
H -3.57 4.12 -2.81
H -2.99 2.91 -1.60
H -2.55 4.64 -1.48
Cl -1.28 -3.63 -0.39
C -2.69 -4.69 -0.10
C -2.96 -4.96 1.36
Cl -3.68 -3.56 2.18
H -2.46 -5.60 -0.66
H -3.56 -4.22 -0.55
H -2.05 -5.22 1.89
H -3.68 -5.78 1.38
Cl 2.21 7.03 -0.01
C 2.42 6.70 1.74
C 1.51 5.62 2.22
Cl 2.03 4.06 1.46
H 2.25 7.66 2.24
H 3.48 6.47 1.89
H 0.49 5.81 1.91
H 1.60 5.48 3.30
Cl 3.41 -4.75 0.48
C 1.84 -4.77 1.34
C 2.10 -4.76 2.84
Cl 0.54 -4.57 3.71
H 1.38 -5.73 1.13
H 1.25 -3.96 0.94
H 2.66 -3.87 3.12
H 2.58 -5.69 3.11
Cl -1.53 1.41 0.47
C 0.06 1.05 -0.24
C 0.34 -0.43 -0.25
Cl 0.66 -1.13 1.37
H 0.80 1.66 0.26
H 0.09 1.36 -1.29
H 1.24 -0.66 -0.81
H -0.51 -0.99 -0.64
```

[11]
# C8H14O

C8H14O in the gas phase (the ωB97M-V functional and the def2-TZVPD basis, the Open Molecules 2025 dataset).

Values from the calculation:
HOMO energy: -9.2 eV
Structure (SMILES): CC1(C)C(C=O)C1(C)C
E: -388.3692 Eh
Max |F|: 3.79 eV Å⁻¹

```
23
C8H14O (the ωB97M-V functional and the def2-TZVPD basis)
C -0.90 -0.21 0.89
C -2.14 -0.97 0.56
C -0.30 0.64 -0.33
C 0.55 -0.45 0.41
C 0.19 2.06 -0.01
C -0.73 0.46 -1.79
C 0.80 -1.74 -0.31
C 1.65 0.05 1.37
O -3.08 -0.90 1.31
H -0.88 0.47 1.78
H -2.04 -1.51 -0.37
H -0.16 2.72 -0.87
H 1.37 2.08 -0.07
H -0.07 2.32 0.97
H -0.02 0.14 -2.51
H -1.16 1.42 -2.06
H -1.52 -0.36 -1.95
H -0.07 -2.15 -0.88
H 0.92 -2.71 0.31
H 1.71 -1.83 -1.03
H 1.24 0.51 2.23
H 2.33 0.84 0.84
H 2.33 -0.87 1.51
```

[12]
# C4H15N2O7P2

2 unconnected molecules or ions with the total composition C4H15N2O7P2 (the ωB97M-V functional and the def2-TZVPD basis, the Open Molecules 2025 dataset).

Values from the calculation:
HOMO energy: -13.1 eV
E: -1480.1777 Eh
Max |F|: 2.53 eV Å⁻¹
Total charge: +1

```
30
C4H15N2O7P2 (the ωB97M-V functional and the def2-TZVPD basis)
N 2.92 1.87 0.29
P 2.95 0.39 -0.10
O 3.76 0.02 -1.41
O 3.47 -0.54 1.10
C 1.22 -0.12 -0.40
C 0.75 0.23 -1.79
O -0.50 -0.38 -2.11
C -1.28 -0.81 -1.03
P -2.07 0.65 -0.17
O -1.45 1.90 -0.64
O -1.89 0.48 1.41
O -3.62 0.61 -0.44
C -0.54 -1.81 -0.11
N 0.95 -1.61 -0.27
H 3.44 2.48 -0.32
H 4.67 0.33 -1.30
H 2.82 -0.56 1.81
H 0.67 0.39 0.38
H 1.47 -0.18 -2.50
H 0.70 1.30 -1.95
H -2.11 -1.37 -1.45
H -1.18 1.10 1.62
H -3.79 1.19 -1.19
H -0.75 -2.81 -0.47
H -0.81 -1.72 0.94
H 1.47 -2.04 0.49
H 1.19 -2.02 -1.18
O -4.53 0.97 3.50
H -4.12 0.87 4.36
H -3.81 1.21 2.91
```